(1)
The following is a DFT calculation (ωB97M-V/def2-TZVPD) of C17H17Cl2CuN5O6S2 as an isolated structure.

Total energy = -128991.35563 eV
Maximum force = 4.77 eV/Å
Relative energy (zero: lowest compared OMol25 entry of this formula, charge and spin) = 0.0 kJ/mol
Multiplicity = 2
Highest occupied orbital energy (alpha / beta) = -7.834 / -7.813 eV
Frontier orbital gap (alpha / beta) = 6.77 / 5.71 eV

```
50
Properties=species:S:1:pos:R:3:forces:R:3:lowdin_charge:R:1
Cu -6.37519 13.72415 5.44504 0.0 -1.0 -1.0 0.5974
Cl -2.55895 10.56900 4.85250 0.1 -0.2 0.1 0.7096
C -2.65435 11.95178 5.86173 -0.9 2.0 0.5 -0.5930
C -1.53162 12.42696 6.60682 -0.2 0.4 0.2 -0.1037
C -1.56262 13.61187 7.33638 -1.4 -1.4 -0.9 -0.6525
Cl -0.28405 14.00236 8.38437 0.9 0.3 0.4 0.7241
C -2.74961 14.40535 7.35408 0.5 0.3 0.0 -0.1753
C -2.81533 15.67149 7.97550 -0.8 0.3 0.2 0.0144
C -3.99959 16.40208 7.82937 0.8 0.0 0.2 -0.0375
C -5.06900 15.83221 7.17804 -1.2 -1.3 -1.1 -0.0963
N -5.04136 14.61469 6.60523 0.3 1.8 0.6 0.0274
C -3.88258 13.94141 6.64706 0.7 -1.3 -0.6 -0.1410
C -3.87573 12.70207 5.86505 1.7 -0.4 0.7 -0.3699
O -4.93992 12.35822 5.23004 -0.8 0.5 0.1 -0.1275
H -0.60288 11.85350 6.63675 -0.4 0.0 -0.1 0.1078
H -1.96391 16.01143 8.58384 -0.5 0.0 -0.5 0.0999
H -4.18782 17.42387 8.13272 0.6 -0.1 0.5 0.1109
H -6.03203 16.32825 7.06445 0.3 0.2 0.1 0.1233
O -9.63705 14.18772 2.90719 1.2 0.0 1.1 -0.5983
S -8.55507 15.12456 3.33983 0.2 0.6 -0.5 0.7143
N -7.30383 14.88107 4.10834 -1.3 -0.6 0.3 -0.4722
C -14.47237 16.17498 5.66299 -0.7 -1.0 -0.6 -0.1084
C -13.69369 15.08493 4.87191 1.2 -0.1 -1.3 -0.2941
S -13.09533 13.75607 5.95223 -1.2 -0.4 -1.3 0.6391
O -12.17602 14.27144 6.91152 0.5 0.6 0.9 -0.2982
O -14.30609 13.06254 6.33341 0.5 -0.1 0.4 -0.3178
C -12.10680 12.60327 4.93973 -1.4 -0.8 -0.8 -0.1930
C -11.44550 11.53341 5.80949 1.4 1.6 1.0 -0.0846
N -10.09037 12.05011 6.28736 0.6 0.0 0.8 0.1034
C -8.91715 12.07803 5.60201 -0.6 -0.2 0.7 -0.3194
N -7.94024 12.65522 6.30641 -0.2 0.5 -0.2 0.0491
C -8.46689 13.05270 7.50431 -0.5 -0.9 -0.6 0.0157
C -9.77409 12.65706 7.52838 0.9 -0.3 -2.2 -0.1802
N -10.56309 12.65743 8.63535 -2.7 0.2 3.9 -0.2974
O -11.61790 11.95812 8.66598 2.4 1.5 0.0 0.0543
O -10.15459 13.35309 9.60565 -1.0 -1.5 -2.0 0.0722
C -8.66805 11.45012 4.29879 0.6 0.2 -0.3 0.0143
H -14.67575 17.05648 5.02098 0.1 -0.6 0.3 0.0820
H -13.87247 16.48959 6.50622 0.0 0.1 0.2 0.0643
H -15.44979 15.74442 6.02256 1.0 0.5 -0.3 0.0942
H -12.76069 15.48228 4.35752 -1.1 -0.2 0.7 0.1127
H -14.26975 14.53329 4.07561 0.3 0.7 0.9 0.1113
H -11.40036 13.14575 4.29957 -0.1 -0.1 0.2 0.0793
H -12.84950 12.03930 4.30631 0.6 0.8 0.4 0.1273
H -11.29030 10.61834 5.26438 0.2 -0.2 -0.2 0.1209
H -11.96702 11.33294 6.74699 -0.2 -0.1 -0.4 0.1063
H -7.88541 13.44552 8.31678 0.0 0.2 0.0 0.1333
H -9.08310 10.44366 4.23736 -0.2 0.2 -0.1 0.0947
H -7.57136 11.36335 4.24905 -0.4 0.0 -0.3 0.0938
H -9.01271 12.12290 3.50132 0.0 -0.4 0.0 0.0629
```
Forces are in eV/Å.

***

(2)
The following is a DFT calculation (ωB97M-V/def2-TZVPD) of C17H17Cl2O10PRuS4 as an isolated structure.

Total energy = -118641.96612 eV
Maximum force = 0.77 eV/Å
Relative energy (zero: lowest compared OMol25 entry of this formula, charge and spin) = 50.5 kJ/mol
Highest occupied orbital energy = -2.084 eV
Frontier orbital gap = 6.40 eV
Total charge = -2

```
52
Properties=species:S:1:pos:R:3:forces:R:3:lowdin_charge:R:1
Ru -0.91192 -0.72303 0.45142 -0.5 0.1 0.3 0.7231
Cl 4.93521 4.05327 0.62501 0.0 0.0 0.0 0.5616
C 4.17010 2.56803 0.07392 0.0 0.0 0.0 -0.6878
C 4.96045 1.41317 -0.07285 0.0 0.0 0.0 -0.1666
C 4.39353 0.26013 -0.51283 -0.1 -0.1 0.0 -0.5766
Cl 5.40050 -1.15002 -0.71907 0.0 0.0 0.0 0.6287
C 2.97162 0.10974 -0.85058 0.2 0.1 -0.1 -0.4148
O 2.51933 -0.94023 -1.31160 0.1 0.1 0.2 -0.0296
C 2.21973 1.33682 -0.65491 -0.1 0.0 0.1 -0.1198
C 0.81313 1.46834 -0.92980 -0.1 0.2 -0.1 -0.2129
O -0.04560 0.63038 -1.19387 0.3 -0.7 0.2 -0.1015
C 2.83984 2.52513 -0.21954 0.1 0.0 0.0 -0.0942
H 6.01821 1.44668 0.15445 0.0 0.0 0.0 0.0909
H 0.46945 2.52423 -0.91866 0.0 0.0 0.0 0.1253
H 2.23247 3.41559 -0.10491 0.0 0.0 0.0 0.1051
O -1.85982 -1.09298 2.36234 0.1 0.0 0.1 -0.4379
S -1.00966 -0.12968 3.10152 0.1 -0.1 -0.3 0.4892
O -0.47346 -0.61163 4.34405 0.0 0.0 0.1 -0.3044
O -0.00439 0.38075 2.13827 0.0 0.0 0.2 -0.3995
C -2.05596 1.25914 3.54955 0.0 0.0 0.0 -0.2118
C -1.86109 1.74513 4.83774 0.0 0.0 0.1 -0.0707
C -2.58840 2.82493 5.31278 0.0 0.0 0.0 -0.0962
C -3.52601 3.42653 4.49091 0.0 0.0 0.0 -0.0934
C -3.72119 2.94726 3.20517 0.0 0.0 0.0 -0.0692
C -2.99826 1.86619 2.71372 0.0 0.0 0.0 -0.1994
S -3.42870 1.36778 1.02476 0.1 -0.1 0.1 0.4562
O -4.35235 0.27196 1.17354 0.0 0.0 0.0 -0.3134
O -3.97335 2.57517 0.44081 0.0 0.1 0.0 -0.3376
O -2.14327 1.01833 0.39465 0.1 0.1 -0.1 -0.4513
H -1.12934 1.25200 5.46139 0.0 0.0 0.0 0.1012
H -2.41913 3.19019 6.31860 0.0 0.0 0.0 0.0925
H -4.10367 4.27278 4.84431 0.0 0.0 0.0 0.0930
H -4.43487 3.41364 2.54025 0.0 0.0 0.0 0.1028
C -1.11743 -6.53530 0.88732 0.0 0.0 0.0 -0.0920
C -0.70315 -5.96341 -0.45136 0.0 0.0 0.0 -0.3300
O -1.54070 -4.85244 -0.78411 0.1 0.0 0.0 -0.3364
P -0.89165 -3.37218 -0.76573 0.0 0.1 -0.4 -0.1217
S -2.30401 -2.01056 -1.03661 0.0 0.0 0.0 0.3477
S 0.14677 -2.98950 0.86377 0.2 0.5 0.1 0.3394
O 0.09010 -3.52337 -2.02614 -0.3 -0.4 -0.1 -0.3367
C 0.60590 -2.37553 -2.73089 0.0 0.1 0.1 -0.3128
C -0.11825 -2.22134 -4.04884 0.0 0.0 0.0 -0.0870
H -0.50905 -7.41068 1.12925 0.0 0.0 0.0 0.0680
H -2.16754 -6.83104 0.86639 0.0 0.0 0.0 0.0717
H -0.98573 -5.78712 1.66871 0.0 0.0 0.0 0.0595
H -0.82366 -6.69908 -1.25068 0.0 0.0 0.0 0.1101
H 0.34503 -5.65654 -0.43282 0.0 0.0 0.0 0.0933
H 1.67083 -2.55800 -2.86266 -0.1 0.0 0.0 0.1073
H 0.51642 -1.48372 -2.11223 0.0 -0.1 -0.1 0.0524
H -0.01296 -3.12084 -4.66073 0.0 0.0 0.0 0.0647
H 0.29684 -1.37368 -4.59964 0.0 0.0 0.0 0.0728
H -1.17818 -2.03307 -3.87645 0.0 0.0 0.0 0.0488
```
Forces are in eV/Å.

***

(3)
The following is a DFT calculation (ωB97M-V/def2-TZVPD) of C17H17ClDy as an isolated structure.

Total energy = -54509.86468 eV
Maximum force = 3.14 eV/Å
Multiplicity = 6
Highest occupied orbital energy (alpha / beta) = -3.165 / -3.164 eV
Frontier orbital gap (alpha / beta) = 4.24 / 5.79 eV
Total charge = -1

```
36
Properties=species:S:1:pos:R:3:forces:R:3:lowdin_charge:R:1
C 0.87482 -1.63358 0.65576 -0.4 -1.3 -1.0 -0.2898
C 0.93185 -1.85061 -0.77675 -1.3 -0.9 1.1 -0.2366
C -0.42179 -2.07842 -1.24390 0.7 -0.9 1.2 -0.2357
H 1.82400 -1.86974 -1.37542 0.1 0.2 -0.1 0.0981
C -1.27235 -2.01957 -0.08767 0.2 -0.7 -0.6 -0.2586
C -0.48046 -1.74561 1.05761 0.3 -0.5 0.2 -0.2398
H -0.85098 -1.60890 2.08175 0.2 0.0 -0.6 0.1061
H 1.71237 -1.42332 1.30850 -0.2 0.0 -0.2 0.0774
H -0.74072 -2.27855 -2.27012 0.2 0.2 0.4 0.1062
H -2.35608 -2.15219 -0.09620 0.4 0.1 0.0 0.0983
Dy -0.32192 0.24553 -0.46884 -0.6 2.9 -1.1 1.1769
Cl 1.77706 1.21733 0.41289 0.6 0.9 0.4 -0.1523
C 0.09461 2.72744 -4.13933 0.1 -0.7 -0.2 -0.2306
C -1.13545 2.08769 -4.48321 0.5 -0.4 0.0 -0.2376
C -0.82518 0.86028 -5.14447 0.6 0.4 0.2 -0.2326
H -2.13508 2.49163 -4.32403 0.2 -0.1 0.0 0.0466
C 0.59765 0.74219 -5.21121 -0.5 0.7 0.3 -0.2229
C 1.16555 1.89700 -4.59013 -0.8 -0.2 -0.1 -0.2195
H 2.22902 2.12722 -4.52441 -0.3 -0.1 0.1 0.0547
H 0.19840 3.70437 -3.66788 0.0 -0.2 -0.1 0.0513
H -1.54353 0.16310 -5.57660 0.2 0.2 0.1 0.0480
H 1.15022 -0.05988 -5.70138 -0.1 0.2 0.2 0.0509
C -2.36355 0.97553 0.69412 0.0 0.1 0.1 -0.2077
C -2.57460 0.66806 2.10101 0.0 0.0 0.2 -0.3349
C -2.02772 1.56202 3.06736 -0.3 -0.7 0.0 -0.0526
C -2.14735 1.28737 4.43044 -0.4 -0.3 -0.5 -0.0943
C -2.83031 0.12574 4.86018 0.1 0.1 -1.1 -0.1034
C -3.40942 -0.74376 3.90321 0.2 0.6 -0.4 -0.0959
C -3.31113 -0.47239 2.52804 0.2 1.0 0.5 -0.0689
H -2.06896 2.02070 0.57485 -0.4 0.1 -0.4 0.0415
H -3.09066 0.58033 -0.03373 0.2 0.3 0.3 0.0618
H -1.53922 2.47925 2.70218 -0.2 -0.5 0.3 0.1148
H -1.74555 2.01815 5.13118 -0.1 -0.3 0.1 0.0956
H -2.92865 -0.08062 5.91404 0.0 -0.1 0.1 0.0816
H -3.97836 -1.62138 4.20235 0.1 0.2 0.2 0.0922
H -3.88273 -1.01700 1.76030 0.5 -0.1 0.6 0.1119
```
Forces are in eV/Å.